Record 1
An isolated molecule of C17H26N2O4S, computed with ωB97M-V/def2-TZVPD.

* HOMO energy: -0.3372 hartree
* SMILES string: CCC[C@@H](C)NC(=O)COc1ccc(S(=O)(=O)N2CCCC2)cc1

```
! RIJCOSX wB97M-V def2-TZVPD def2/J DEFGRID3
* xyz 0 1
H 3.09 1.18 1.60
C 2.80 1.49 0.59
O -3.40 1.82 -1.44
C -5.00 -0.52 -0.59
H -5.20 -2.66 -0.26
H 1.89 -3.28 0.88
C 2.31 -2.80 -0.01
H 2.76 -0.87 -1.46
H 5.53 1.71 0.12
C -4.44 -1.89 -0.15
O -2.73 2.15 0.91
C -4.36 -0.22 1.63
C 0.31 -1.71 -0.71
H -3.61 0.29 2.23
N -4.46 0.45 0.35
H -2.24 -0.26 -2.42
O 1.33 -2.57 -1.00
H -0.37 -1.89 -2.73
C -0.55 -1.42 -1.78
C -4.02 -1.69 1.31
H 3.93 3.32 0.43
N 3.18 -0.63 -0.58
H 5.24 0.18 0.97
H 1.09 3.26 -0.70
H 2.45 3.45 1.37
H 0.76 -1.31 1.36
C -1.58 -0.52 -1.60
H -6.09 -0.50 -0.50
C 2.14 3.54 -0.74
H -3.59 -2.17 -0.77
H -5.33 -0.15 2.12
S -3.10 1.27 -0.16
H -2.95 -1.88 1.43
H 3.60 1.20 -1.39
H 2.56 3.16 -1.67
C 5.15 0.70 0.02
H -4.56 -2.36 1.98
C 3.68 0.73 -0.41
O 3.50 -1.41 1.54
H 1.76 1.19 0.44
H 3.02 -3.50 -0.47
H -1.08 0.30 1.63
C -0.93 -0.21 0.69
C 3.07 -1.53 0.41
H 2.19 4.63 -0.77
C -1.77 0.08 -0.37
H 5.75 0.18 -0.73
C 2.89 3.01 0.47
C 0.11 -1.11 0.53
H -4.72 -0.22 -1.59
*
```

Record 2
A structure of composition C17H26N2O5S, computed with ωB97M-V/def2-TZVPD.

* HOMO energy: -0.3184 hartree

```
! RIJCOSX wB97M-V def2-TZVPD def2/J DEFGRID3
* xyz 0 1
H -3.14 0.73 -1.11
O -4.51 -2.18 1.14
H -4.99 2.46 -1.95
N 4.13 0.46 -0.28
H 0.03 -1.96 -2.40
O -6.16 2.01 -0.32
H 2.51 -1.02 1.05
O 1.87 -2.06 -0.55
C -0.36 -1.86 -1.38
C 0.42 -1.94 -0.43
H -2.30 -1.69 -2.32
O 4.92 -1.90 1.23
N -3.97 0.19 0.56
H 2.78 3.38 -0.22
H -2.07 -1.51 2.13
C 3.20 2.46 0.28
C -1.52 -1.54 1.05
S -3.88 -1.37 0.00
C -5.21 0.68 1.38
H 2.69 -3.04 1.24
H -3.35 1.95 0.09
C 3.03 1.34 -0.46
C -0.26 -1.72 1.07
H 4.43 -2.99 -0.45
C -2.32 -1.67 -0.07
C -1.59 -1.65 -1.46
H 2.89 1.36 -1.53
H 5.46 -0.87 -1.35
H 2.80 2.73 1.32
C -6.33 0.90 0.69
C -5.21 1.46 -0.99
H 5.16 3.59 0.25
H 0.44 -1.68 1.58
H -5.27 -0.47 2.01
H 3.47 -0.75 -1.79
H -6.74 0.04 0.04
C 4.31 -0.64 -0.96
H -4.76 1.52 2.12
C 5.16 1.54 -0.14
O -4.48 -1.37 -1.33
H 1.98 0.74 -0.16
H 5.02 2.73 1.52
H 6.23 0.91 0.42
C 4.79 2.68 0.28
H -7.21 1.52 1.38
H -5.53 0.68 -1.60
C -3.78 1.05 -0.60
C 2.68 -2.20 0.56
H 5.41 1.70 -1.04
C 4.15 -1.79 0.00
H 4.99 -0.99 1.50
*
```

Going through the records in order, we get strongest force on any atom values of 1.19; 18.89 eV/A.
Going through the records in order, we get energy above the lowest of the compared OMol25 structures with the same formula, charge and spin values of 9.17; 543.33 kcal/mol.